ORCA calculation (ωB97M-V with the def2-TZVPD basis set) on the ion C2H6N5 with charge +1 in a non-equilibrium geometry.

```
! wB97M-V def2-TZVPD RIJCOSX def2/J DEFGRID3
* xyz 1 1
C -0.211 -1.219 -0.029
C -0.948 0.186 0.069
N -0.048 1.279 0.174
N -2.019 0.006 1.164
N -3.105 -0.053 0.638
N -2.915 -0.184 -0.860
N -1.765 0.122 -1.147
H 0.116 -1.453 0.945
H 0.705 -1.177 -0.719
H -0.846 -2.120 -0.166
H 0.790 0.811 0.627
H -0.333 1.994 0.823
H 0.185 1.722 -0.726
*
```

Calculated values
Total energy   -353.1905 Eh
SMILES   CC1([NH3+])N=NN=N1